Entry 1:
One molecule with the formula C4H5N3O. Source: the OMol25 dataset; level of theory: wB97M-V/def2-TZVPD.

CARTESIAN COORDINATES (ANGSTROEM)
C -1.86647 -0.66987 0.23192
C -0.38635 1.32350 -0.02567
C 1.26675 -0.49967 -0.07858
C 2.76508 -0.43561 -0.04828
H -0.95999 -1.20647 1.05379
H -2.37731 1.21065 -0.60175
H -0.44597 2.43581 0.10438
H 0.89215 -0.76320 -1.12188
H 0.89716 -1.29429 0.67986
N -1.60463 0.67485 -0.31093
N 0.87358 0.93202 0.38112
N 3.95606 -0.54846 -0.16095
O -3.01004 -1.15927 -0.10303

Forces on atoms 1 to 2 (eV/Å):
C -3.698 -0.829 -1.118
C 3.454 0.614 2.735

The net charge is 0. The energy above the lowest of the compared OMol25 structures with the same formula, charge and spin is 4.170 eV. The gap between HOMO and LUMO comes out at 0.36481 hartree. The structure (SMILES) is N#CC/N=C\NC=O. Its energy is -394.81432 hartree.

=====

Entry 2:
A 7-piece molecular cluster, C36H26BFIO24 overall. Source: the OMol25 dataset; level of theory: wB97M-V/def2-TZVPD.

CARTESIAN COORDINATES (ANGSTROEM)
F 4.43323 -0.15175 1.05453
B 4.19725 -0.56173 -0.29307
I 6.20186 -0.31483 -1.42410
H 3.91129 -1.73763 -0.36129
H 3.41566 0.18248 -0.85045
C 0.26771 1.89825 2.41475
C 1.50076 1.80357 1.86829
C 1.93379 2.68765 0.70569
O 3.06700 2.53864 0.30098
C 0.97066 3.62393 0.15566
C -0.25519 3.69028 0.68932
C -0.67249 2.83139 1.87121
O -1.82210 2.99562 2.26514
O -1.22193 4.48954 0.25985
O 2.39681 0.93689 2.27266
H -0.03579 1.26174 3.23159
H 1.27468 4.21571 -0.69444
H -2.00331 4.28782 0.81307
H 3.19644 0.94659 1.68399
C -4.31242 3.95122 -2.58162
C -5.07827 4.16918 -3.66149
C -6.31159 5.05774 -3.62512
O -6.91220 5.18001 -4.67922
C -6.68813 5.68461 -2.38226
C -5.92374 5.46649 -1.30091
C -4.68251 4.58820 -1.34209
O -4.07403 4.48467 -0.29309
O -6.15488 5.97659 -0.10661
O -4.85120 3.65045 -4.85435
H -3.43063 3.32644 -2.59871
H -7.57053 6.30802 -2.36210
H -5.43495 5.64576 0.46800
H -5.56184 3.98923 -5.43299
C -1.60569 -2.12474 5.12824
C -2.10547 -3.34969 5.34231
C -1.70844 -4.55258 4.50168
O -2.24520 -5.60896 4.80958
C -0.76259 -4.38507 3.43880
C -0.25045 -3.15790 3.21712
C -0.65231 -1.95054 4.05643
O -0.12542 -0.90021 3.74983
O 0.62452 -2.89210 2.27918
O -2.98032 -3.64461 6.28939
H -1.88541 -1.26290 5.71705
H -0.48529 -5.24650 2.84823
H 0.86603 -1.94567 2.33743
H -3.13596 -4.60689 6.21412
C 5.34459 5.07463 -4.07247
C 4.76023 4.64974 -2.93300
C 3.87940 5.56428 -2.08345
O 3.41780 5.02493 -1.09998
C 3.66409 6.93037 -2.49665
C 4.25366 7.33915 -3.62913
C 5.12509 6.42868 -4.48560
O 5.58070 6.95059 -5.49480
O 4.15033 8.55804 -4.13238
O 4.87346 3.43681 -2.45552
H 5.96682 4.43561 -4.68295
H 3.04355 7.57114 -1.88654
H 4.68320 8.53395 -4.95473
H 4.35559 3.36911 -1.62160
C 5.70715 -0.23534 -6.71768
C 4.88712 -1.11457 -7.30542
C 3.52478 -1.47553 -6.73731
O 2.87885 -2.27867 -7.40059
C 3.10652 -0.88687 -5.50166
C 3.93191 -0.01534 -4.88401
C 5.27132 0.39740 -5.48871
O 5.88254 1.25650 -4.89145
O 3.66123 0.55230 -3.73841
O 5.15078 -1.75382 -8.43752
H 6.67029 0.03686 -7.12523
H 2.15351 -1.17836 -5.08396
H 4.46377 1.02517 -3.42946
H 4.35919 -2.30831 -8.59666
C -5.04862 -10.70711 7.07923
C -4.41537 -9.79360 7.83015
C -3.76683 -8.55214 7.23471
O -3.24656 -7.79702 8.03925
C -3.80978 -8.34869 5.80910
C -4.44527 -9.26370 5.05994
C -5.10964 -10.49559 5.65307
O -5.66232 -11.24054 4.86202
O -4.56353 -9.19798 3.74610
O -4.28897 -9.86016 9.14267
H -5.51489 -11.58938 7.49386
H -3.33054 -7.47089 5.39726
H -5.07111 -9.98995 3.48265
H -3.79141 -9.05611 9.39663

Forces on atoms 1 to 2 (eV/Å):
F 0.026 0.086 0.005
B -0.590 -0.095 0.137

The net charge is -1. The gap between HOMO and LUMO comes out at 0.17596 hartree. Its energy is -3615.76481 hartree.

=====

Entry 3:
A 3-piece molecular cluster, C7H12N2O3 overall. Source: the OMol25 dataset; level of theory: wB97M-V/def2-TZVPD.

CARTESIAN COORDINATES (ANGSTROEM)
C -0.38481 1.34886 -0.14755
O -1.45155 2.18071 0.31426
C -1.11863 3.31576 0.92833
O -0.00794 3.67823 1.24742
O -2.23014 3.97040 1.02584
C -2.05450 5.36136 1.36215
H -0.74561 0.86641 -1.01531
H -0.16357 0.69873 0.72698
H 0.42372 1.95474 -0.49096
H -2.51057 5.97662 0.60094
H -0.94016 5.56809 1.35819
H -2.62727 5.43695 2.32367
C 0.19107 -5.49824 -1.27877
C 1.18435 -5.22530 -0.19255
N 1.88867 -4.96523 0.64613
H 0.70385 -5.18286 -2.20907
H -0.69368 -4.95028 -1.05266
H 0.12485 -6.50085 -1.29431
C 2.13988 -1.26941 -0.21233
C 0.94119 -1.57561 -0.96726
N -0.00782 -1.79146 -1.56230
H 2.65517 -0.50869 -0.79872
H 2.70197 -2.15403 0.00074
H 1.98151 -0.73491 0.68716

Forces on atoms 1 to 2 (eV/Å):
C -0.367 0.201 1.685
O 0.152 -0.178 -0.299

The net charge is 0. The energy above the lowest of the compared OMol25 structures with the same formula, charge and spin is 2.016 eV. The gap between HOMO and LUMO comes out at 0.42687 hartree. The structure (SMILES) is COC(=O)OC.CC#N.CC#N. Its energy is -609.11412 hartree.